{
  "formula": "C16H15N5O3S3TeW",
  "method": "the ωB97M-V functional and the def2-TZVPD basis",
  "lumo_ev": [-0.86, -0.65],
  "homo_energy_ha": [-0.27467, -0.28596],
  "spin_multiplicity": 3,
  "e_above_lowest_ev": 0.7940,
  "energy_ha": -2647.8574,
  "elements": ["W", "Te", "S", "S", "S", "O", "O", "O", "N", "N", "N", "N", "N", "C", "C", "C", "C", "C", "C", "C", "C", "C", "C", "C", "C", "C", "C", "C", "C", "H", "H", "H", "H", "H", "H", "H", "H", "H", "H", "H", "H", "H", "H", "H"],
  "xyz": [[1.2799, 0.2120, 1.1183], [3.3934, -0.4406, 2.6562], [5.7942, 1.7170, 2.0293], [-0.7891, 1.4278, 2.8807], [0.4228, -0.4276, -1.0524], [2.0064, 1.8360, 0.4815], [-2.0939, 1.1461, 3.3847], [-0.6329, 1.8560, 1.4830], [2.8922, -1.8126, -0.8601], [0.1839, 0.1015, 2.9266], [2.1050, 5.2356, 6.3363], [0.2809, -1.7620, 1.7591], [-1.2376, -1.7341, 3.5886], [1.9165, -1.1773, -0.7910], [1.8163, 2.9107, -0.3964], [-1.5370, -2.9964, 3.2850], [0.0380, 2.5862, 3.8953], [4.9716, 0.3050, 1.4705], [-0.9511, -3.6912, 2.2350], [1.4383, 4.3371, 5.5333], [0.3817, 3.5703, 6.0462], [5.4910, -0.1178, 0.2844], [-0.3442, -1.1787, 2.8017], [6.5607, 0.6985, -0.1719], [-0.3096, 2.6985, 5.2351], [-0.0195, -3.0230, 1.4674], [6.8399, 1.7282, 0.6730], [1.0762, 3.3424, 3.3658], [1.7724, 4.2111, 4.1799], [-2.2752, -3.4810, 3.9132], [7.6062, 2.4790, 0.5653], [3.0127, 5.5381, 6.0266], [5.1130, -0.9815, -0.2425], [2.5842, 4.7997, 3.7707], [0.4992, -3.4564, 0.6211], [2.7410, 3.4843, -0.4730], [-1.2258, -4.7166, 2.0387], [2.0384, 5.0930, 7.3297], [1.5471, 2.5407, -1.3896], [0.1095, 3.6681, 7.0900], [1.0114, 3.5608, -0.0408], [-1.1235, 2.1025, 5.6278], [7.1001, 0.5216, -1.0916], [1.3444, 3.2384, 2.3246]],
  "lowdin_spin": [1.53, -0.04, 0.00, 0.01, 0.03, 0.10, 0.01, 0.04, 0.20, 0.03, 0.00, 0.01, 0.00, 0.01, 0.01, 0.02, 0.00, 0.01, 0.00, 0.00, 0.00, 0.00, 0.03, 0.00, 0.00, 0.01, 0.00, 0.00, 0.00, 0.00, 0.00, 0.00, 0.00, 0.00, 0.00, 0.00, 0.00, 0.00, 0.00, 0.00, 0.00, 0.00, 0.00, 0.00]
}

{
  "formula": "C17H6BCl60FNO",
  "method": "the ωB97M-V functional and the def2-TZVPD basis",
  "lumo_ev": 1.18,
  "homo_energy_ha": -0.16458,
  "charge": -1,
  "energy_ha": -28517.4260,
  "elements": ["Cl", "Cl", "Cl", "Cl", "Cl", "Cl", "Cl", "Cl", "Cl", "Cl", "Cl", "Cl", "Cl", "Cl", "Cl", "Cl", "Cl", "Cl", "Cl", "Cl", "Cl", "Cl", "Cl", "Cl", "Cl", "Cl", "Cl", "Cl", "Cl", "Cl", "Cl", "Cl", "Cl", "Cl", "Cl", "Cl", "Cl", "Cl", "Cl", "Cl", "Cl", "Cl", "Cl", "Cl", "Cl", "Cl", "Cl", "Cl", "Cl", "Cl", "Cl", "Cl", "Cl", "Cl", "Cl", "Cl", "Cl", "Cl", "Cl", "Cl", "F", "O", "N", "C", "C", "C", "C", "C", "C", "C", "C", "C", "C", "C", "C", "C", "C", "C", "C", "C", "B", "H", "H", "H", "H", "H", "H"],
  "xyz": [[-0.6606, 4.9153, 8.4439], [7.5105, 7.3885, 10.5087], [3.2017, 1.0439, 2.3967], [-2.6999, -0.8282, -6.7514], [4.0142, 3.8891, -8.7836], [2.6290, -10.4064, -2.4811], [1.2972, -4.0585, -5.4043], [0.4354, 1.2836, 3.1815], [-2.3526, -4.0190, -2.5205], [-0.5551, 3.4331, -4.0468], [0.1014, -5.5307, -2.5754], [-1.4310, -0.2405, 5.2476], [1.2739, -8.0061, -3.3394], [0.6226, -0.9330, 7.1434], [-2.1049, -1.7639, 7.6106], [-5.4909, -5.3081, -7.2808], [-1.0230, 5.9278, -5.3963], [-1.0900, 1.5717, -6.4770], [-0.6886, 3.6914, 5.8280], [1.2146, 5.7754, 6.4248], [0.1505, -2.6468, -2.8965], [-0.3011, 7.3269, 11.1583], [-1.3831, 1.0231, 7.8343], [3.1753, 7.5303, 1.9670], [-9.1296, -4.8076, 0.3030], [-0.7317, -0.1682, -8.7494], [-5.9281, -5.3216, -1.6308], [0.5787, -6.3925, -6.9362], [1.4506, 5.2122, 1.9885], [-0.4787, -3.7978, -0.3337], [-11.2698, -6.6072, 1.0136], [1.0247, 5.9471, 13.3215], [1.6611, 5.0665, -4.7820], [-8.5527, -7.2286, 1.7637], [1.0221, 7.3095, 0.0549], [1.7406, 5.3652, 10.5871], [5.1248, 6.2693, 11.6821], [3.3243, 5.5917, -0.1705], [-0.1047, 5.9369, -2.6491], [-3.2889, -3.9708, -5.9780], [-5.8670, -7.8718, -0.2654], [-9.3622, -7.3658, -1.0124], [4.3281, 4.4043, -5.9448], [1.4971, 3.1748, 7.6423], [2.2972, 3.4261, 3.7630], [2.4672, 7.8955, 11.7571], [5.5225, 2.0492, -7.1352], [7.5415, 6.4800, 13.2489], [-3.1395, 1.4168, -8.5049], [3.3470, -5.8914, -6.2828], [6.0664, 8.8574, 12.5320], [2.6741, 2.2843, -6.7463], [1.9907, -4.2138, -8.2054], [1.4683, 2.9031, 1.0406], [1.6506, -10.1869, -5.1896], [-3.1768, -6.8191, -6.4354], [-5.3801, -5.4276, 1.2042], [-0.2117, -10.4541, -2.9984], [-4.9943, -5.7432, -4.4659], [-3.4326, -6.3823, -0.6995], [1.7378, 0.2055, -3.9418], [2.7313, 2.1445, -3.7887], [-0.2849, 1.2427, -0.8521], [1.8033, -5.1333, -6.7046], [1.2324, 6.6345, 11.7048], [2.2440, 6.4092, 0.9606], [-5.1504, -6.2532, -0.3415], [2.2804, 1.2195, -3.1850], [4.1393, 3.1524, -7.1742], [6.5602, 7.2448, 11.9914], [-9.5739, -6.5030, 0.5151], [1.3359, -9.7617, -3.5014], [-1.0760, -0.4793, 6.9582], [1.8494, 2.1685, 2.5845], [-4.2357, -5.4578, -6.0401], [-1.9160, 0.4954, -7.6096], [-0.0058, 5.0962, -4.2050], [2.2858, 1.0546, -1.6928], [-0.6394, -3.9901, -2.0824], [0.3357, 4.3871, 7.0799], [0.9645, 0.2983, -1.0414], [-0.4902, 1.5646, -1.7904], [-1.0439, 0.5978, -0.6516], [1.2208, -0.2322, 0.0325], [3.1424, 0.4008, -1.4730], [2.5168, 2.0151, -1.2312], [0.6385, -0.5863, -1.8184]],
  "mulliken_charge": [-0.07, -0.10, -0.12, -0.06, -0.12, -0.11, 0.10, -0.01, 0.02, -0.01, -0.03, -0.07, 0.02, -0.11, -0.11, -0.12, -0.13, 0.08, 0.00, -0.08, -0.09, -0.11, -0.05, -0.14, -0.07, -0.11, -0.11, -0.06, -0.05, -0.08, -0.11, -0.11, -0.02, -0.07, -0.11, -0.03, -0.03, -0.09, -0.03, 0.04, -0.09, -0.08, -0.09, -0.06, -0.10, -0.06, -0.12, -0.11, -0.12, -0.11, -0.11, 0.03, -0.11, -0.06, -0.11, -0.09, -0.09, -0.11, 0.00, -0.03, -0.21, -0.41, -0.63, 0.18, 0.31, 0.31, 0.29, 0.47, 0.25, 0.33, 0.33, 0.31, 0.33, 0.20, 0.16, 0.20, 0.13, -0.23, 0.09, 0.20, 0.93, 0.04, 0.12, -0.27, 0.18, -0.06, -0.48]
}